# 1
{
  "formula": "C20H33Br4Cl6F2KMgN2NaO6S2",
  "method": "ωB97M-V/def2-TZVPD",
  "energy_ha": -16357.745939,
  "homo_ev": -7.493,
  "charge": 1,
  "homo_lumo_gap_ev": 1.083,
  "multiplicity": 1,
  "species": ["C", "C", "C", "C", "C", "O", "N", "C", "O", "S", "O", "O", "F", "C", "C", "C", "C", "F", "H", "H", "H", "H", "H", "H", "H", "H", "H", "H", "H", "H", "H", "H", "H", "H", "H", "Cl", "C", "Cl", "Cl", "Cl", "Cl", "Na", "C", "Br", "Br", "Br", "H", "K", "C", "C", "C", "S", "O", "O", "C", "H", "H", "H", "H", "H", "H", "H", "H", "C", "C", "C", "C", "N", "H", "H", "H", "H", "H", "H", "H", "Br", "Cl", "Mg"],
  "xyz": [[-0.358, -2.072, 1.031], [-0.415, -1.302, -0.367], [-1.642, -1.737, -1.307], [-1.663, -3.344, -1.497], [-3.145, -1.514, -0.712], [-3.455, -1.674, 0.477], [-4.087, -1.140, -1.751], [-3.309, -0.302, -2.698], [-3.856, -0.318, -4.006], [-3.563, 1.405, -2.002], [-4.995, 1.550, -1.618], [-3.122, 2.425, -3.008], [-2.583, 1.550, -0.662], [-1.857, -0.976, -2.694], [-0.777, 0.087, -3.196], [0.734, -0.504, -3.382], [1.913, 0.334, -2.641], [1.496, 1.025, -1.423], [-1.111, -1.684, 1.789], [0.665, -1.845, 1.470], [-0.391, -3.199, 0.920], [-0.421, -0.197, -0.117], [0.594, -1.494, -0.855], [-1.986, -3.760, -0.492], [-2.525, -3.572, -2.203], [-0.678, -3.752, -1.854], [-4.647, -1.888, -2.172], [-3.930, -1.234, -4.338], [-1.851, -1.736, -3.533], [-0.785, 1.078, -2.564], [-1.131, 0.418, -4.268], [0.973, -0.525, -4.492], [0.736, -1.568, -3.008], [2.476, 1.069, -3.353], [2.751, -0.491, -2.297], [2.321, 2.990, -2.772], [4.788, 6.097, -1.040], [5.775, 7.099, 0.043], [3.376, 5.486, -0.158], [4.247, 7.073, -2.419], [5.757, 4.730, -1.626], [-2.624, -3.039, 2.062], [8.478, 6.280, 3.576], [7.640, 7.880, 4.272], [7.179, 5.032, 2.870], [9.852, 6.698, 2.271], [8.974, 5.788, 4.413], [0.197, 2.250, -3.322], [-6.831, 0.874, 4.339], [-5.713, 1.583, 5.107], [-4.954, 0.517, 5.902], [-5.135, -1.011, 4.987], [-5.908, -1.935, 5.780], [-3.856, -1.377, 4.408], [-6.184, -0.349, 3.703], [-7.282, 1.525, 3.588], [-7.617, 0.564, 5.034], [-5.034, 2.067, 4.399], [-6.104, 2.359, 5.766], [-3.895, 0.759, 5.993], [-5.388, 0.370, 6.891], [-6.905, -1.103, 3.388], [-5.545, -0.065, 2.864], [5.042, -2.798, -1.821], [5.213, -4.275, -1.462], [3.944, -5.100, -1.683], [2.836, -4.580, -0.834], [1.971, -4.174, -0.174], [4.286, -2.281, -1.188], [5.985, -2.267, -1.678], [4.741, -2.686, -2.868], [5.527, -4.349, -0.417], [6.016, -4.699, -2.071], [4.125, -6.145, -1.425], [3.636, -5.057, -2.731], [3.620, -0.336, -1.044], [-2.435, 4.226, -2.131], [11.832, 6.268, 4.030]],
  "mulliken_charge": [-1.415, 0.124, 1.458, -1.386, -0.296, -0.605, -0.328, 0.229, -0.541, 1.266, -0.580, -0.559, -0.216, -0.198, -1.999, -0.386, -0.840, -0.206, 0.207, 0.379, 0.428, 0.409, -0.133, 0.260, 0.496, 0.248, 0.369, 0.490, 0.369, 0.718, 0.740, 0.338, 0.384, 1.016, 0.097, -0.581, 0.291, -0.058, -0.065, -0.096, -0.085, 0.920, -0.339, 0.026, 0.016, 0.092, 0.325, 0.931, -0.651, -0.624, -0.623, 1.117, -0.658, -0.627, -0.602, 0.349, 0.318, 0.293, 0.325, 0.357, 0.349, 0.416, 0.291, -0.721, -0.553, -0.472, 0.280, -0.433, -0.076, 0.381, 0.351, 0.310, 0.328, 0.310, 0.276, -0.349, -0.394, 0.018]
}



# 2
{
  "formula": "C7H11NO",
  "method": "ωB97M-V/def2-TZVPD",
  "energy_ha": -403.165845,
  "homo_ev": -9.652,
  "charge": 0,
  "homo_lumo_gap_ev": 9.930,
  "e_above_lowest_kj_mol": 441.39,
  "multiplicity": 1,
  "species": ["C", "C", "C", "C", "N", "C", "C", "C", "O", "H", "H", "H", "H", "H", "H", "H", "H", "H", "H", "H"],
  "xyz": [[-0.864, -0.007, -0.004], [-1.299, -0.790, -1.248], [-1.313, -0.720, 1.276], [-1.411, 1.422, -0.047], [0.623, 0.135, 0.000], [1.417, -0.863, 0.032], [3.029, 0.676, -0.027], [4.243, 0.724, 0.003], [1.795, -1.959, 0.065], [1.657, 0.927, -0.010], [-0.951, -0.294, -2.155], [-0.898, -1.805, -1.233], [-2.387, -0.859, -1.286], [-0.913, -1.734, 1.321], [-2.402, -0.787, 1.305], [-0.975, -0.175, 2.158], [-1.082, 1.987, 0.826], [-2.501, 1.399, -0.053], [-1.072, 1.938, -0.946], [5.305, 0.786, 0.023]],
  "mulliken_charge": [1.379, -1.542, -1.547, -1.649, -0.251, 0.440, -0.808, -0.141, -0.340, 0.467, 0.396, 0.384, 0.403, 0.384, 0.403, 0.398, 0.397, 0.441, 0.398, 0.390]
}



# 3
{
  "formula": "C37H48N4P",
  "method": "ωB97M-V/def2-TZVPD",
  "energy_ha": -1998.787684,
  "homo_ev": -10.170,
  "charge": 1,
  "homo_lumo_gap_ev": 5.221,
  "e_above_lowest_kj_mol": 297.09,
  "multiplicity": 1,
  "species": ["C", "N", "C", "C", "C", "C", "C", "C", "C", "C", "C", "C", "C", "C", "C", "C", "C", "N", "C", "C", "C", "C", "C", "C", "C", "C", "C", "C", "C", "H", "H", "H", "H", "H", "H", "H", "H", "H", "H", "H", "H", "H", "H", "H", "H", "H", "H", "H", "H", "H", "H", "H", "H", "H", "C", "C", "C", "C", "N", "C", "C", "N", "C", "C", "C", "C", "P", "H", "H", "H", "H", "H", "H", "H", "H", "H", "H", "H", "H", "H", "H", "H", "H", "H", "H", "H", "H", "H", "H", "H"],
  "xyz": [[-13.798, -1.798, 1.652], [-12.533, -1.243, 1.172], [-12.443, -0.951, -0.219], [-13.036, 0.193, -0.763], [-12.880, 0.477, -2.124], [-12.179, -0.406, -2.957], [-11.650, -1.589, -2.420], [-11.787, -1.864, -1.062], [-11.623, -0.763, 2.127], [-10.965, -1.670, 2.984], [-9.959, -1.220, 3.813], [-9.666, 0.171, 3.947], [-8.669, 0.628, 4.861], [-8.737, 1.818, 5.631], [-7.601, 2.255, 6.392], [-7.543, 3.528, 6.935], [-8.705, 4.323, 6.980], [-8.643, 5.628, 7.498], [-9.780, 6.084, 8.313], [-7.974, 6.655, 6.764], [-8.711, 7.467, 5.889], [-8.083, 8.487, 5.177], [-6.718, 8.747, 5.379], [-5.990, 7.954, 6.277], [-6.607, 6.897, 6.951], [-9.905, 3.806, 6.461], [-9.911, 2.623, 5.747], [-10.404, 1.071, 3.126], [-11.322, 0.608, 2.207], [-13.637, -2.210, 2.656], [-14.571, -1.008, 1.700], [-14.142, -2.586, 0.968], [-13.591, 0.861, -0.099], [-13.299, 1.401, -2.525], [-12.051, -0.171, -4.014], [-11.115, -2.293, -3.060], [-11.379, -2.777, -0.616], [-11.229, -2.729, 2.917], [-9.413, -1.931, 4.439], [-7.834, -0.048, 5.066], [-6.760, 1.576, 6.531], [-6.631, 3.938, 7.371], [-9.514, 7.047, 8.757], [-10.692, 6.207, 7.707], [-9.962, 5.350, 9.109], [-9.778, 7.255, 5.760], [-8.665, 9.079, 4.469], [-6.241, 9.569, 4.844], [-4.932, 8.162, 6.451], [-6.056, 6.255, 7.644], [-10.821, 4.383, 6.572], [-10.848, 2.293, 5.296], [-10.240, 2.145, 3.215], [-11.845, 1.295, 1.534], [-6.042, -1.273, -0.535], [-5.835, -1.483, 0.955], [-7.181, -1.732, 1.625], [-4.933, -2.705, 1.190], [-5.205, -0.292, 1.524], [-5.476, 0.988, 0.913], [-4.864, 2.064, 1.798], [-4.210, 1.408, 2.906], [-3.684, 2.246, 3.987], [-3.264, 3.595, 3.431], [-2.494, 1.551, 4.662], [-4.766, 2.454, 5.031], [-4.888, -0.113, 3.163], [-6.248, 0.178, 3.758], [-5.115, -0.951, -1.029], [-6.365, -2.219, -0.983], [-6.819, -0.529, -0.746], [-7.057, -1.948, 2.693], [-7.820, -0.845, 1.520], [-7.692, -2.581, 1.147], [-4.792, -2.928, 2.256], [-5.399, -3.580, 0.706], [-3.946, -2.550, 0.734], [-5.004, 1.045, -0.074], [-6.552, 1.190, 0.769], [-4.130, 2.619, 1.204], [-5.646, 2.780, 2.107], [-4.119, 4.199, 3.106], [-2.755, 4.156, 4.222], [-2.578, 3.487, 2.581], [-2.769, 0.593, 5.125], [-1.686, 1.367, 3.940], [-2.104, 2.218, 5.450], [-5.009, 1.508, 5.524], [-4.450, 3.177, 5.799], [-5.672, 2.842, 4.554]],
  "mulliken_charge": [-0.981, 0.418, -0.428, 0.100, -0.769, -0.416, -0.695, -0.137, 0.348, -0.390, -0.985, 0.800, -0.313, 0.488, -1.152, -0.415, 0.746, 0.302, -1.009, -0.116, 0.049, -0.716, -0.420, -0.747, -0.102, -0.552, -1.084, -0.816, -0.463, 0.385, 0.287, 0.325, 0.409, 0.362, 0.397, 0.374, 0.414, 0.515, 0.413, 0.660, 0.635, 0.357, 0.325, 0.407, 0.329, 0.318, 0.361, 0.400, 0.381, 0.412, 0.291, 0.707, 0.742, 0.308, -1.976, 1.660, -1.613, -1.920, 0.235, -0.347, -0.384, 0.156, 1.751, -2.018, -1.932, -1.722, -0.445, 0.010, 0.420, 0.468, 0.352, 0.427, 0.292, 0.539, 0.383, 0.437, 0.425, 0.284, 0.162, 0.298, 0.199, 0.360, 0.463, 0.435, 0.372, 0.437, 0.413, 0.497, 0.374, 0.449]
}



# 4
{
  "formula": "C68H58BF10IO3",
  "method": "ωB97M-V/def2-TZVPD",
  "energy_ha": -4172.450655,
  "smiles": "CCB(O)c1c(I)ccc2c1C(=O)C(CCF)=CC2=O.Fc1ccccc1.Fc1ccccc1.Fc1ccccc1.Fc1ccccc1.Fc1ccccc1.Fc1ccccc1.Fc1ccccc1.Fc1ccccc1.Fc1ccccc1",
  "homo_ev": -8.795,
  "charge": 0,
  "homo_lumo_gap_ev": 6.909,
  "multiplicity": 1,
  "species": ["C", "C", "B", "O", "C", "C", "I", "C", "C", "C", "C", "C", "O", "C", "C", "C", "F", "C", "C", "O", "H", "H", "H", "H", "H", "H", "H", "H", "H", "H", "H", "H", "H", "F", "C", "C", "C", "C", "C", "C", "H", "H", "H", "H", "H", "F", "C", "C", "C", "C", "C", "C", "H", "H", "H", "H", "H", "F", "C", "C", "C", "C", "C", "C", "H", "H", "H", "H", "H", "F", "C", "C", "C", "C", "C", "C", "H", "H", "H", "H", "H", "F", "C", "C", "C", "C", "C", "C", "H", "H", "H", "H", "H", "F", "C", "C", "C", "C", "C", "C", "H", "H", "H", "H", "H", "F", "C", "C", "C", "C", "C", "C", "H", "H", "H", "H", "H", "F", "C", "C", "C", "C", "C", "C", "H", "H", "H", "H", "H", "F", "C", "C", "C", "C", "C", "C", "H", "H", "H", "H", "H"],
  "xyz": [[-2.144, 0.973, -1.233], [-3.509, 0.327, -1.932], [-4.299, 1.557, -2.753], [-4.630, 1.508, -4.199], [-4.662, 2.892, -1.852], [-3.698, 4.235, -2.005], [-1.978, 4.367, -3.397], [-3.992, 5.571, -1.096], [-5.252, 5.607, -0.041], [-6.216, 4.279, 0.063], [-5.941, 2.891, -0.826], [-7.000, 1.664, -0.581], [-6.739, 0.356, -0.648], [-8.555, 2.105, -0.152], [-9.876, 1.185, -0.561], [-10.350, 1.452, -2.110], [-10.173, 0.151, -2.848], [-8.811, 3.346, 0.665], [-7.529, 4.297, 1.099], [-7.500, 5.066, 2.217], [-2.521, 1.615, -0.302], [-1.559, 1.695, -1.944], [-1.394, 0.162, -0.841], [-3.260, -0.583, -2.651], [-4.183, -0.023, -1.011], [-4.124, 0.774, -4.671], [-3.300, 6.512, -1.171], [-5.444, 6.561, 0.620], [-9.594, 0.056, -0.371], [-10.750, 1.516, 0.159], [-9.558, 2.191, -2.607], [-11.455, 1.866, -2.174], [-9.896, 3.694, 1.002], [0.191, 2.416, -1.480], [1.458, 2.171, -1.120], [1.821, 2.272, 0.219], [3.138, 2.012, 0.595], [4.083, 1.664, -0.374], [3.710, 1.570, -1.716], [2.390, 1.819, -2.090], [1.076, 2.551, 0.957], [3.430, 2.080, 1.640], [5.111, 1.466, -0.081], [4.447, 1.303, -2.469], [2.081, 1.742, -3.128], [6.061, -0.627, -1.956], [6.053, -1.783, -1.280], [7.179, -2.598, -1.305], [7.173, -3.800, -0.597], [6.036, -4.179, 0.119], [4.908, -3.357, 0.134], [4.918, -2.150, -0.565], [8.051, -2.291, -1.874], [8.052, -4.440, -0.604], [6.030, -5.119, 0.668], [4.022, -3.656, 0.689], [4.054, -1.494, -0.557], [-3.425, -1.505, 2.476], [-4.234, -2.304, 1.768], [-3.888, -3.638, 1.583], [-4.732, -4.472, 0.850], [-5.909, -3.958, 0.300], [-6.246, -2.617, 0.486], [-5.406, -1.787, 1.229], [-2.965, -4.017, 2.011], [-4.475, -5.518, 0.706], [-6.566, -4.608, -0.276], [-7.160, -2.218, 0.053], [-5.657, -0.743, 1.391], [-6.462, -7.757, 0.816], [-6.657, -7.765, 2.141], [-6.624, -6.565, 2.845], [-6.833, -6.572, 4.224], [-7.061, -7.781, 4.887], [-7.087, -8.980, 4.172], [-6.890, -8.971, 2.792], [-6.437, -5.637, 2.314], [-6.817, -5.639, 4.782], [-7.219, -7.786, 5.963], [-7.261, -9.919, 4.691], [-6.916, -9.893, 2.220], [5.772, 2.661, 1.825], [5.907, 2.876, 3.140], [5.194, 3.907, 3.742], [5.331, 4.128, 5.112], [6.188, 3.321, 5.865], [6.903, 2.292, 5.251], [6.758, 2.064, 3.883], [4.540, 4.529, 3.140], [4.772, 4.927, 5.594], [6.298, 3.497, 6.933], [7.573, 1.668, 5.838], [7.300, 1.263, 3.391], [8.556, -0.218, 6.203], [9.543, -0.538, 5.356], [9.378, -1.613, 4.489], [10.404, -1.944, 3.603], [11.587, -1.202, 3.601], [11.745, -0.128, 4.479], [10.715, 0.210, 5.357], [8.455, -2.183, 4.510], [10.282, -2.777, 2.916], [12.388, -1.462, 2.913], [12.668, 0.446, 4.478], [10.817, 1.047, 6.039], [-13.739, 0.893, -1.727], [-13.747, -0.263, -1.051], [-12.621, -1.078, -1.076], [-12.627, -2.280, -0.368], [-13.764, -2.659, 0.349], [-14.892, -1.837, 0.364], [-14.882, -0.630, -0.335], [-11.749, -0.771, -1.645], [-11.748, -2.920, -0.375], [-13.770, -3.599, 0.897], [-15.778, -2.136, 0.919], [-15.746, 0.026, -0.327], [9.771, -2.956, -3.434], [10.392, -1.935, -4.041], [11.433, -1.283, -3.389], [12.083, -0.224, -4.022], [11.677, 0.179, -5.297], [10.628, -0.479, -5.940], [9.985, -1.545, -5.312], [11.729, -1.604, -2.396], [12.903, 0.287, -3.524], [12.181, 1.008, -5.788], [10.311, -0.161, -6.931], [9.174, -2.073, -5.801], [8.109, 4.572, -5.325], [7.024, 4.970, -4.647], [6.112, 4.021, -4.198], [4.985, 4.434, -3.488], [4.777, 5.794, -3.243], [5.695, 6.739, -3.702], [6.828, 6.325, -4.403], [6.286, 2.970, -4.405], [4.270, 3.699, -3.126], [3.895, 6.116, -2.693], [5.529, 7.797, -3.514], [7.557, 7.045, -4.759]],
  "mulliken_charge": [-0.666, 0.067, 0.480, -0.643, 0.764, -0.497, 0.004, -0.276, -0.534, 0.115, 0.145, 0.453, -0.500, 0.259, -0.429, -0.214, -0.350, -0.646, 0.178, -0.551, 0.256, -0.013, 0.364, 0.324, -0.244, 0.311, 0.249, 0.324, 0.161, 0.381, 0.325, 0.201, 0.255, -0.231, 0.264, -0.573, -0.311, -0.731, -0.681, -0.286, 0.451, 0.350, 0.624, 0.642, 0.472, -0.239, 0.207, -0.313, -0.541, -0.506, -0.588, -0.073, 0.452, 0.402, 0.379, 0.374, 0.432, -0.339, 0.483, -0.548, -0.378, -0.815, -0.102, -0.556, 0.444, 0.505, 0.402, 0.434, 0.475, -0.293, 0.194, 0.150, -0.585, -0.397, -0.421, -0.395, 0.241, 0.367, 0.363, 0.351, 0.410, -0.214, 0.159, -0.316, -0.371, -0.695, -0.084, -0.444, 0.431, 0.365, 0.371, 0.329, 0.465, -0.354, 0.268, -0.353, -0.421, -0.428, -0.417, -0.245, 0.423, 0.383, 0.368, 0.353, 0.411, -0.305, 0.160, -0.103, -0.625, -0.416, -0.434, -0.405, 0.613, 0.393, 0.363, 0.356, 0.406, -0.324, 0.366, -0.335, -0.350, -0.474, -0.378, -0.402, 0.405, 0.353, 0.365, 0.368, 0.409, -0.308, 0.333, -0.541, 0.164, -0.677, -0.312, -0.448, 0.438, 0.191, 0.388, 0.366, 0.398]
}